C53H49F6N6O6ReS4 as an isolated structure. Source: the OMol25 dataset; level of theory: the ωB97M-V functional and the def2-TZVPD basis.

**Gap between HOMO and LUMO (spin up / spin down)**: 6.79 / 6.04 eV
**Highest occupied orbital energy (spin up / spin down)**: -10.720 / -10.949 eV
**DFT total energy**: -5099.16355 Ha
**ΔE to the lowest compared entry with this formula, charge and spin**: 5.7 kcal/mol
**2S+1**: 4
**Charge**: +1

CARTESIAN COORDINATES (ANGSTROEM)
1 Re 0.16 0.65 -0.13
2 C -0.73 -1.78 -3.90
3 C 0.17 -0.57 -3.65
4 C 0.38 0.24 -4.94
5 C 1.56 -0.92 -3.15
6 C 2.18 -2.07 -3.64
7 C 3.53 -2.29 -3.45
8 C 4.29 -1.32 -2.82
9 C 3.72 -0.17 -2.27
10 C 4.63 0.89 -1.64
11 C 4.44 1.12 -0.13
12 C 6.12 0.66 -1.92
13 C 2.32 -0.02 -2.39
14 N 1.65 1.02 -1.64
15 C 2.08 2.32 -1.78
16 O 2.71 2.79 -2.69
17 C 1.80 3.10 -0.54
18 C 2.13 4.42 -0.33
19 C 1.91 4.96 0.93
20 C 1.37 4.18 1.95
21 C 1.02 2.88 1.64
22 N 1.25 2.37 0.44
23 C 0.34 1.93 2.57
24 O 0.31 2.13 3.76
25 N -0.19 0.83 1.90
26 C -0.93 -0.09 2.76
27 C -0.26 -1.19 3.32
28 C -0.97 -2.04 4.17
29 C -2.28 -1.77 4.50
30 C -2.89 -0.63 4.02
31 C -2.23 0.24 3.16
32 C -2.91 1.55 2.81
33 C -4.40 1.36 2.50
34 C -2.79 2.55 3.97
35 C 1.24 -1.40 3.21
36 C 1.62 -2.88 3.07
37 C 1.93 -0.81 4.45
38 H -1.76 -1.46 -4.04
39 H -0.70 -2.49 -3.07
40 H -0.43 -2.31 -4.81
41 H -0.32 0.08 -2.92
42 H 0.97 -0.35 -5.64
43 H 0.92 1.17 -4.73
44 H -0.57 0.49 -5.42
45 H 1.60 -2.79 -4.22
46 H 4.01 -3.18 -3.85
47 H 5.36 -1.47 -2.75
48 H 4.39 1.82 -2.14
49 H 4.88 0.31 0.45
50 H 3.40 1.23 0.16
51 H 4.96 2.04 0.17
52 H 6.53 -0.17 -1.34
53 H 6.68 1.56 -1.64
54 H 6.31 0.48 -2.97
55 H 2.55 4.98 -1.15
56 H 2.15 6.00 1.13
57 H 1.19 4.55 2.95
58 H -0.47 -2.89 4.61
59 H -2.81 -2.43 5.19
60 H -3.90 -0.38 4.35
61 H -2.43 1.98 1.93
62 H -4.99 1.32 3.42
63 H -4.60 0.43 1.95
64 H -4.76 2.19 1.90
65 H -3.24 2.12 4.87
66 H -3.33 3.47 3.72
67 H -1.76 2.79 4.19
68 H 1.61 -0.85 2.34
69 H 1.47 -3.41 4.01
70 H 2.67 -2.98 2.80
71 H 1.01 -3.38 2.31
72 H 1.55 -1.31 5.35
73 H 1.73 0.25 4.55
74 H 3.01 -0.96 4.40
75 S -5.87 1.21 -1.09
76 C -7.52 0.82 -1.02
77 C -7.71 -0.51 -0.78
78 C -6.49 -1.21 -0.67
79 C -5.38 -0.41 -0.81
80 C -3.99 -0.88 -0.74
81 C -2.88 -0.03 -0.48
82 N -1.62 -0.50 -0.42
83 C -1.40 -1.83 -0.58
84 C -2.42 -2.72 -0.84
85 C -2.11 -4.11 -1.04
86 C -0.83 -4.53 -0.98
87 C 0.24 -3.62 -0.69
88 C 1.57 -4.02 -0.60
89 C 2.56 -3.13 -0.24
90 C 2.17 -1.79 -0.05
91 N 0.91 -1.37 -0.17
92 C -0.06 -2.28 -0.47
93 C 3.92 -3.62 0.04
94 C 4.32 -4.93 0.02
95 C 5.69 -5.11 0.37
96 C 6.30 -3.92 0.66
97 S 5.23 -2.61 0.50
98 C -3.72 -2.22 -0.92
99 H -8.26 1.59 -1.16
100 H -8.69 -0.97 -0.70
101 H -6.45 -2.27 -0.45
102 H -3.02 1.03 -0.33
103 H -2.92 -4.80 -1.23
104 H -0.58 -5.58 -1.13
105 H 1.81 -5.06 -0.76
106 H 2.89 -1.04 0.25
107 H 3.67 -5.76 -0.21
108 H 6.18 -6.07 0.41
109 H 7.33 -3.76 0.95
110 H -4.53 -2.90 -1.16
111 F -1.99 1.96 -3.89
112 C -2.57 2.78 -3.02
113 F -3.55 2.12 -2.41
114 F -3.05 3.83 -3.65
115 S -1.28 3.36 -1.83
116 O -1.11 2.22 -0.87
117 O -0.15 3.64 -2.65
118 N -1.84 4.63 -1.13
119 S -3.15 4.68 -0.20
120 O -4.07 5.65 -0.69
121 O -3.64 3.38 0.18
122 C -2.41 5.37 1.34
123 F -1.50 6.30 1.07
124 F -1.82 4.37 2.01
125 F -3.37 5.89 2.09